1.
Density functional theory data (ωB97M-V with the def2-TZVPD basis set) for C25H25BF4FeN3OPS5 as an isolated structure.

```
66
Properties=species:S:1:pos:R:3:forces:R:3
Fe -0.408 -0.219 -0.481 -0.256 -0.311 0.814
S -0.399 -0.152 1.928 -0.029 0.177 0.120
C -1.091 -1.688 2.368 -0.039 -0.216 0.268
C -1.156 -2.069 3.720 0.065 0.167 -0.168
C -1.751 -3.251 4.108 -0.084 -0.144 -0.024
C -2.304 -4.099 3.147 0.055 0.063 0.107
C -2.241 -3.747 1.814 0.063 0.087 -0.078
C -1.632 -2.552 1.406 -0.053 -0.151 0.081
S -1.551 -2.200 -0.307 0.009 -0.097 -0.299
H -0.729 -1.401 4.460 -0.012 -0.011 -0.006
H -1.792 -3.516 5.158 0.009 0.002 -0.007
H -2.774 -5.030 3.442 -0.004 0.011 -0.004
H -2.659 -4.397 1.055 0.000 0.009 0.006
O -0.867 1.505 -0.566 -0.020 0.822 -0.419
C -1.779 2.543 -0.475 -0.070 0.011 0.102
C -3.202 1.994 -0.380 0.090 -0.042 0.064
C -3.625 0.992 0.441 -0.071 -0.023 -0.012
C -5.016 0.730 0.314 0.020 0.052 0.009
C -5.619 1.553 -0.591 -0.006 -0.077 0.053
S -4.500 2.625 -1.304 -0.015 0.091 -0.119
C -1.641 3.427 -1.713 0.063 -0.123 0.016
C -1.413 2.982 -2.979 -0.020 0.039 -0.005
C -1.354 4.039 -3.928 -0.024 -0.006 0.039
C -1.543 5.262 -3.358 0.018 -0.035 -0.103
S -1.778 5.138 -1.671 -0.027 0.108 0.110
C -1.462 3.351 0.782 0.058 -0.078 -0.010
C -0.238 3.484 1.361 0.028 0.032 0.036
C -0.256 4.335 2.501 -0.019 -0.001 -0.048
C -1.499 4.830 2.758 0.082 0.002 0.041
S -2.647 4.251 1.634 -0.134 0.004 -0.016
H -2.955 0.464 1.107 -0.023 0.009 0.001
H -5.538 -0.036 0.870 0.014 0.004 -0.017
H -6.655 1.568 -0.889 0.018 -0.001 0.010
H -1.275 1.940 -3.223 -0.014 0.045 0.011
H -1.174 3.886 -4.983 0.006 -0.001 0.026
H -1.546 6.228 -3.838 0.001 -0.020 0.007
H 0.635 2.972 0.982 -0.009 0.014 0.005
H 0.613 4.559 3.104 -0.015 -0.010 -0.008
H -1.802 5.487 3.558 0.009 -0.014 -0.015
F 1.648 0.475 -3.132 -0.121 -0.192 -0.027
B 0.536 -0.183 -3.683 0.084 0.188 0.154
F 0.891 -1.404 -4.229 -0.014 0.042 0.033
F -0.150 0.618 -4.571 0.062 -0.107 -0.025
F -0.380 -0.456 -2.538 0.128 -0.180 -0.411
C 4.605 -2.148 -1.347 -0.043 0.074 0.070
N 3.501 -3.096 -1.217 -0.003 0.023 -0.041
C 3.543 -3.688 0.115 -0.026 0.048 0.018
N 3.524 -2.709 1.202 -0.004 -0.010 0.005
C 4.628 -1.774 0.998 -0.006 0.003 -0.002
N 4.632 -1.113 -0.306 0.028 -0.030 -0.042
C 3.507 -0.179 -0.437 0.061 -0.046 0.009
P 1.898 -1.059 -0.274 -0.110 -0.176 -0.407
C 2.216 -2.434 -1.475 0.157 -0.005 0.160
C 2.242 -2.000 1.271 0.090 0.028 0.014
H 4.545 -1.666 -2.324 0.000 0.004 -0.005
H 5.544 -2.704 -1.284 -0.002 -0.014 0.004
H 4.466 -4.266 0.203 0.005 -0.005 -0.012
H 2.693 -4.363 0.232 -0.004 0.001 0.003
H 5.562 -2.333 1.090 0.018 -0.013 0.007
H 4.599 -1.013 1.781 -0.001 -0.001 0.011
H 3.531 0.318 -1.408 0.017 -0.018 -0.025
H 3.583 0.591 0.335 0.003 0.004 0.004
H 2.204 -2.042 -2.487 -0.026 0.054 -0.110
H 1.396 -3.151 -1.393 0.004 -0.010 0.020
H 1.417 -2.699 1.432 0.037 -0.055 0.018
H 2.240 -1.312 2.116 0.000 0.002 0.007
```
Positions in Å, forces in eV/Å.

Summary:
- Frontier orbital gap (spin up / spin down): 7.164 / 6.898 eV
- Expectation value of S²: 8.772
- Energy relative to the best compared isomer or geometry (same formula, charge and spin): 7.57 kJ/mol
- E: -5227.84904 hartree
- Multiplicity: 6
- Charge: -1
- Highest occupied orbital energy (spin up / spin down): -4.7 / -5.0 eV
- Molecular weight: 717.45 g/mol
- LUMO level (spin up / spin down): 2.4 / 1.9 eV

***

2.
Density functional theory data (ωB97M-V with the def2-TZVPD basis set) for C25H25BF5N10O3S3TeTi as an isolated structure.

```
74
Properties=species:S:1:pos:R:3:forces:R:3
Ti -0.068 0.509 -0.012 0.019 -0.093 0.255
N -1.099 -6.018 -3.934 0.001 0.005 -0.002
C -0.602 -4.727 -3.736 -0.005 0.003 0.000
C -1.465 -3.678 -3.420 -0.007 -0.008 -0.001
C -0.967 -2.411 -3.177 0.011 0.005 0.001
C 0.399 -2.182 -3.240 -0.036 0.025 -0.002
C 1.267 -3.215 -3.561 0.013 -0.009 0.000
C 0.770 -4.481 -3.809 0.002 0.006 0.000
S 1.023 -0.559 -2.930 0.040 -0.062 0.010
O -0.002 0.360 -3.331 0.008 0.045 -0.038
O 2.329 -0.499 -3.534 -0.008 -0.005 -0.012
N 1.212 -0.410 -1.304 -0.114 0.022 -0.105
C 2.414 -0.996 -0.831 0.043 -0.020 -0.141
N 3.367 -0.157 -0.445 -0.016 0.013 0.052
C 4.458 -0.703 0.071 -0.018 0.011 0.036
C 4.628 -2.074 0.174 0.002 -0.002 -0.005
C 3.593 -2.850 -0.315 -0.001 -0.005 0.021
N 2.482 -2.325 -0.813 -0.023 0.004 0.059
H -2.068 -6.055 -4.209 -0.001 0.000 0.001
H -0.523 -6.604 -4.517 0.001 -0.001 -0.001
H -2.531 -3.860 -3.358 0.001 0.002 0.000
H -1.637 -1.596 -2.941 -0.010 0.006 0.005
H 2.327 -3.016 -3.619 -0.004 0.000 -0.003
H 1.446 -5.291 -4.056 -0.001 0.001 -0.001
H 5.219 -0.013 0.420 0.006 0.004 -0.010
H 5.517 -2.510 0.606 0.002 0.001 -0.008
H 3.645 -3.935 -0.296 0.002 0.001 -0.006
S -1.467 1.180 1.946 -0.047 -0.074 -0.121
C -2.571 -0.154 2.250 0.049 -0.048 -0.001
C -3.427 -0.108 3.348 -0.002 0.008 0.000
C -4.304 -1.149 3.600 -0.005 -0.034 -0.024
C -4.330 -2.251 2.751 -0.006 0.033 0.020
C -3.483 -2.301 1.657 0.011 0.001 0.002
C -2.598 -1.257 1.393 0.044 0.038 0.005
S -1.540 -1.356 -0.010 -0.045 0.050 0.040
H -3.402 0.762 3.992 0.002 -0.002 -0.004
H -4.967 -1.099 4.454 -0.003 -0.002 -0.001
H -5.013 -3.069 2.941 -0.001 0.000 0.001
H -3.499 -3.154 0.990 0.000 -0.002 0.003
B 2.585 1.352 2.722 -0.035 0.011 -0.015
N 1.862 -0.020 2.700 0.044 -0.046 -0.012
C 2.054 -0.939 3.657 -0.007 -0.010 -0.026
C 1.489 -2.134 3.262 -0.004 0.010 -0.009
C 0.944 -1.847 2.013 0.020 -0.017 0.023
N 1.169 -0.577 1.671 -0.058 0.081 0.042
N 1.565 2.546 2.663 0.168 0.103 -0.039
C 1.357 3.552 3.522 -0.059 -0.028 0.002
C 0.577 4.524 2.917 -0.118 -0.020 0.018
C 0.315 4.046 1.636 0.064 -0.009 -0.039
N 0.945 2.877 1.532 -0.125 -0.036 0.074
H 3.337 1.479 1.795 0.003 -0.021 0.000
H 3.119 1.453 3.799 0.001 -0.005 -0.003
H 2.596 -0.675 4.549 0.004 0.003 -0.004
H 1.462 -3.065 3.798 -0.006 -0.001 -0.001
H 0.393 -2.486 1.346 -0.012 -0.004 -0.005
H 1.780 3.499 4.509 0.019 0.015 -0.009
H 0.208 5.436 3.351 0.007 0.002 -0.002
H -0.255 4.417 0.799 0.024 0.056 -0.028
N -1.294 3.855 -2.474 0.035 -0.042 0.068
C -0.321 3.838 -3.397 0.009 -0.045 -0.038
C 0.563 4.840 -3.063 -0.009 -0.012 0.009
C 0.030 5.390 -1.887 0.032 0.037 0.081
N -1.092 4.778 -1.525 -0.049 0.014 -0.010
H -2.038 3.181 -2.338 -0.006 0.027 -0.049
H -0.308 3.104 -4.183 -0.014 -0.024 0.011
H 1.471 5.109 -3.574 -0.010 0.009 -0.009
H 0.424 6.191 -1.280 -0.027 0.016 -0.009
F -3.513 3.746 2.402 0.041 0.009 0.024
Te -3.219 3.195 0.567 -0.047 -0.009 -0.108
F -4.546 4.493 0.219 0.034 -0.058 0.007
F -1.065 1.505 -1.084 0.110 -0.037 -0.111
F -4.477 1.886 0.958 -0.003 0.027 0.017
F -3.621 2.641 -1.281 0.067 0.046 0.086
O 0.974 2.058 0.505 0.000 0.040 0.039
```
Positions in Å, forces in eV/Å.

Summary:
- Frontier orbital gap: 7.210 eV
- Energy relative to the best compared isomer or geometry (same formula, charge and spin): 175.51 kJ/mol
- E: -4577.50761 hartree
- Multiplicity: 1
- Charge: -1
- Highest occupied orbital energy: -5.1 eV
- Molecular weight: 891.01 g/mol
- LUMO level: 2.1 eV

***

3.
Density functional theory data (ωB97M-V with the def2-TZVPD basis set) for C25H25BN8O2Pb as an isolated structure in a non-equilibrium geometry.

```
62
Properties=species:S:1:pos:R:3:forces:R:3
H -1.090 0.432 -4.171 0.188 0.293 -0.227
N -0.113 2.132 -3.323 -0.983 0.528 -0.905
B 0.603 4.440 -2.559 0.722 0.416 0.471
N -0.132 3.495 -3.602 0.020 -2.224 0.256
C -0.874 3.681 -4.724 -0.039 -0.926 0.507
Pb -0.323 0.513 -1.499 1.323 1.305 0.693
H -1.029 4.648 -5.162 0.118 0.250 0.093
C -1.393 2.452 -5.153 0.446 -0.196 0.655
H -2.050 2.198 -5.964 -0.009 0.396 -0.226
C -0.893 1.505 -4.243 0.431 1.665 0.285
H 0.439 5.558 -2.933 -0.092 0.279 -0.158
C 3.061 0.453 1.739 -0.782 -0.716 -0.366
H 2.671 -0.417 2.351 1.021 0.800 -0.558
H 2.082 0.859 1.338 1.362 0.307 0.482
H 3.698 1.154 2.342 -1.043 -0.525 -0.559
N 2.158 4.224 -2.417 0.525 -1.037 0.365
N -0.020 4.333 -1.119 -0.782 -1.182 0.507
N 2.691 3.104 -1.801 -0.058 0.075 -0.691
N -0.151 3.117 -0.479 -0.600 -0.022 0.602
C 3.165 5.032 -2.847 0.624 -0.933 0.345
C -0.541 5.310 -0.336 -0.287 -1.104 0.559
H 2.944 5.982 -3.313 0.075 -0.142 0.003
H -0.591 6.338 -0.660 0.170 -0.106 -0.045
C 4.385 4.405 -2.549 -1.151 -0.205 0.096
C -1.018 4.723 0.848 0.457 -0.522 -0.943
C 4.024 3.183 -1.904 -1.025 1.476 -0.633
C -0.754 3.340 0.720 0.594 1.149 -1.394
H 5.380 4.752 -2.752 0.090 0.174 -0.072
H -1.532 5.184 1.659 -0.066 0.370 0.294
H 4.690 2.403 -1.546 -0.364 0.152 0.072
H -0.942 2.541 1.440 0.094 0.171 -0.447
H 3.667 0.110 0.854 -0.614 0.122 0.974
O -1.276 -1.724 -2.157 -0.888 -0.141 0.894
C -1.527 -1.910 -0.935 0.185 0.410 0.894
N -1.431 -3.074 -0.245 0.057 -0.519 -1.948
C -1.184 -2.807 1.160 -0.132 -0.755 0.755
C -1.215 -1.241 1.200 0.083 0.288 -0.289
O -0.795 -0.544 2.121 -0.915 -0.970 -1.502
N -1.741 -0.838 -0.039 1.260 -0.203 -0.240
C -2.360 -3.384 1.951 0.154 0.296 -0.039
C -3.218 -2.535 2.651 -0.136 -0.328 0.150
C -4.362 -3.067 3.252 0.261 -0.336 -0.027
C -4.623 -4.435 3.141 0.005 -0.227 -0.100
C -3.765 -5.282 2.427 0.644 0.249 -0.143
C -2.616 -4.757 1.835 -0.261 0.452 0.280
C 0.194 -3.330 1.571 0.041 0.272 0.264
C 0.412 -3.873 2.845 0.008 0.194 -0.336
C 1.709 -4.230 3.235 -0.627 0.002 -0.061
C 2.782 -4.027 2.370 -0.245 -0.007 -0.058
C 2.568 -3.476 1.105 -0.475 0.061 -0.093
C 1.273 -3.134 0.698 0.252 -0.161 0.186
H -1.361 -3.992 -0.746 0.182 1.437 1.015
H -2.992 -1.469 2.756 -0.112 -0.487 -0.071
H -5.016 -2.409 3.827 0.073 -0.266 -0.179
H -5.494 -4.881 3.613 0.037 0.219 -0.022
H -3.924 -6.356 2.327 -0.293 0.319 0.205
H -1.901 -5.387 1.290 -0.399 0.155 0.255
H -0.455 -3.995 3.511 0.607 -0.007 -0.245
H 1.830 -4.685 4.220 0.214 0.188 -0.307
H 3.779 -4.316 2.681 0.007 0.058 -0.043
H 3.389 -3.304 0.413 -0.051 -0.097 0.229
H 1.107 -2.726 -0.311 0.097 -0.186 0.543
```
Positions in Å, forces in eV/Å.

Summary:
- Frontier orbital gap: 7.341 eV
- Energy relative to the best compared isomer or geometry (same formula, charge and spin): 0.00 kJ/mol
- E: -1773.95434 hartree
- Multiplicity: 1
- Highest occupied orbital energy: -8.3 eV
- Molecular weight: 687.54 g/mol
- LUMO level: -1.0 eV

***

4.
Density functional theory data (ωB97M-V with the def2-TZVPD basis set) for C25H25BrF5GaN3O2P2Te as an isolated structure.

```
65
Properties=species:S:1:pos:R:3:forces:R:3
Ga -1.075 0.218 1.375 -0.036 -0.291 0.173
C -2.373 -2.943 0.368 0.032 -0.033 0.015
P -2.907 -1.418 1.189 -0.070 0.043 0.022
C -3.762 -1.959 2.692 -0.013 0.015 0.022
C -4.163 -0.673 0.108 0.030 0.047 0.029
C -5.168 -1.457 -0.454 0.013 -0.004 -0.003
C -6.124 -0.893 -1.281 0.001 0.035 -0.008
C -6.080 0.465 -1.562 -0.018 -0.031 -0.006
C -5.084 1.257 -1.014 0.008 0.001 -0.020
C -4.119 0.705 -0.176 0.032 -0.040 0.051
P -2.818 1.733 0.575 -0.001 0.042 -0.130
C -2.567 3.172 -0.487 -0.053 0.011 -0.045
C -3.568 2.382 2.093 -0.028 0.045 0.016
H -2.130 -2.739 -0.674 0.010 0.010 0.011
H -3.148 -3.709 0.416 -0.003 0.006 -0.027
H -1.479 -3.309 0.874 -0.016 -0.001 0.021
H -3.051 -2.480 3.333 0.012 0.005 -0.007
H -4.588 -2.627 2.441 0.015 0.004 0.007
H -4.151 -1.097 3.233 0.000 -0.002 -0.008
H -5.207 -2.520 -0.249 -0.005 -0.036 0.022
H -6.901 -1.511 -1.708 -0.021 -0.018 -0.015
H -6.824 0.909 -2.208 -0.013 0.010 -0.017
H -5.061 2.313 -1.248 -0.001 0.023 0.006
H -2.356 2.859 -1.509 0.008 -0.005 0.006
H -1.697 3.707 -0.110 -0.009 0.010 0.006
H -3.438 3.828 -0.474 0.001 -0.008 -0.017
H -2.859 3.056 2.571 0.004 -0.011 -0.008
H -3.777 1.567 2.787 0.010 0.004 -0.014
H -4.497 2.904 1.862 0.006 0.004 0.010
Br 6.451 3.708 -2.128 0.005 0.041 -0.007
C 6.036 1.894 -1.849 -0.005 -0.063 0.005
C 6.223 0.987 -2.884 -0.023 0.022 0.047
C 5.927 -0.345 -2.663 -0.059 0.058 0.033
C 5.403 -0.747 -1.437 -0.051 -0.116 -0.117
C 5.245 0.166 -0.396 0.079 -0.010 -0.054
C 5.568 1.493 -0.604 0.094 0.003 -0.079
N 5.149 -2.152 -1.348 0.363 0.339 0.305
N 4.381 -2.616 -0.505 -0.016 -0.588 -0.572
C 3.371 -2.001 0.187 -0.239 0.176 0.415
C 3.228 -2.433 1.570 -0.090 0.090 -0.013
C 2.160 -2.131 2.325 0.163 -0.053 -0.073
C 1.136 -1.212 1.830 0.084 -0.077 -0.099
O -0.056 -1.161 2.346 -0.119 0.034 0.051
C 1.318 -0.772 0.405 -0.048 0.010 0.002
N 0.104 -0.325 -0.167 -0.095 0.095 -0.264
C 0.001 -0.263 -1.464 -0.065 0.123 0.124
C 1.017 -0.674 -2.357 0.172 -0.104 0.051
C 2.164 -1.221 -1.851 -0.100 0.128 -0.192
C 2.347 -1.332 -0.457 -0.062 -0.146 0.014
H 6.610 1.320 -3.835 0.010 -0.003 -0.021
H 6.085 -1.088 -3.432 0.018 -0.025 -0.015
H 4.900 -0.139 0.582 -0.003 0.010 0.023
H 5.449 2.209 0.195 0.024 -0.016 -0.034
H 3.980 -3.120 1.932 0.023 -0.008 0.011
H 1.987 -2.617 3.275 0.001 0.043 0.068
H -0.942 0.108 -1.856 0.002 0.006 0.000
H 0.845 -0.601 -3.419 -0.006 0.009 -0.017
H 2.913 -1.613 -2.527 0.044 0.035 0.005
F 2.522 1.820 -0.340 -0.022 -0.010 -0.008
Te 1.986 2.513 1.308 -0.091 0.025 0.028
F -0.736 1.425 2.663 -0.047 0.084 0.037
F 2.337 4.224 0.657 0.009 0.071 -0.022
F 0.265 2.542 0.327 0.012 0.054 -0.020
F 3.852 2.272 1.722 -0.015 0.066 0.068
O 1.748 0.142 1.433 0.156 -0.138 0.230
```
Positions in Å, forces in eV/Å.

Summary:
- Frontier orbital gap: 6.361 eV
- Energy relative to the best compared isomer or geometry (same formula, charge and spin): 98.36 kJ/mol
- E: -7231.11694 hartree
- Multiplicity: 1
- Charge: +1
- Highest occupied orbital energy: -10.6 eV
- Molecular weight: 833.66 g/mol
- LUMO level: -4.2 eV

***

Q: The lowest E belongs to which entry?
A: C25H25BrF5GaN3O2P2Te